[1]
This record from the Open Molecules 2025 dataset describes C9H18BrMgO9 as an isolated structure in a non-equilibrium geometry. The level of theory is ωB97M-V/def2-TZVPD.

The geometry in XYZ format:
```
38
Properties=species:S:1:pos:R:3:lowdin_charge:R:1
Mg -0.9856 4.0004 0.9101 1.01
Br 0.2770 2.5466 2.5168 0.11
C -0.7925 -2.1166 -2.9729 -0.10
O -0.3492 -1.8482 -1.7187 -0.03
C -1.2646 -1.8541 -0.6652 -0.48
O -2.4671 -2.1633 -0.7498 0.12
O -0.8572 -1.1791 0.3971 0.02
C 0.4639 -0.7100 0.6221 -0.06
H -1.7061 -2.6962 -3.1048 0.10
H -0.0594 -2.8517 -3.3048 0.11
H -1.0297 -1.2378 -3.5725 0.11
H 1.0898 -1.5856 0.7942 0.11
H 0.6963 0.0059 1.4105 0.02
H 0.8489 -0.2565 -0.2912 0.08
C 3.4838 1.1951 1.5563 -0.02
O 4.4802 0.9347 0.6109 0.12
C 4.2629 0.1610 -0.4070 -0.47
O 3.2206 -0.4006 -0.7165 0.41
O 5.4120 0.0709 -1.0998 0.12
C 5.5439 -0.8421 -2.2497 0.05
H 2.6428 1.6313 1.0172 0.06
H 3.9936 1.7916 2.3129 0.13
H 3.0995 0.2635 1.9717 0.11
H 4.6514 -0.6744 -2.8526 0.10
H 5.5402 -1.8989 -1.9829 0.12
H 6.3283 -0.5734 -2.9572 0.12
C -2.7901 0.5925 2.9229 -0.05
O -3.5700 0.6709 1.7626 -0.01
C -3.4181 1.7112 0.8433 -0.38
O -2.4647 2.5079 0.8460 -0.09
O -4.3301 1.5988 -0.2197 0.00
C -5.3725 0.5535 -0.3137 0.02
H -3.0674 -0.1622 3.6589 0.12
H -2.8167 1.5202 3.4944 0.10
H -1.7572 0.4777 2.5942 0.04
H -5.6827 0.1546 0.6521 0.10
H -5.0298 -0.3179 -0.8718 0.10
H -6.2243 0.9803 -0.8432 0.10
```

Computed properties:
Strongest force on any atom (Eh/bohr): 0.106
E_tot (Ha): -3804.280708
<S²>: 0.76
Net charge: +2
Multiplicity: 2
E_HOMO (spin up / spin down) (eV): -15.70 / -15.69
HOMO-LUMO gap (spin up / spin down) (Eh): 0.2578 / 0.1205



[2]
This record from the Open Molecules 2025 dataset describes the molecule C9H18BrNS in a non-equilibrium geometry. The level of theory is ωB97M-V/def2-TZVPD.

The geometry in XYZ format:
```
30
Properties=species:S:1:pos:R:3:lowdin_charge:R:1
C -0.2217 0.4001 -1.8220 -0.18
C 1.1075 -0.3551 -1.5319 -0.09
C -0.6868 1.3172 -0.7082 -0.12
C 1.0443 -0.9428 -0.0635 -0.54
C -1.1427 0.3241 0.4437 -0.58
C 1.6620 0.0464 0.9380 -0.07
C 1.7822 -2.2517 -0.0341 -0.06
C -2.6577 0.0353 0.2430 -0.05
C -1.0961 1.1148 1.7632 -0.05
N -0.3930 -0.8714 0.3790 -0.28
S -0.8841 -2.1629 1.6929 0.43
Br 0.0157 -1.7606 3.6323 0.22
H -0.2619 1.0779 -2.7514 0.14
H -0.8659 -0.3593 -1.9654 0.06
H 1.3742 -1.1931 -2.1052 0.08
H 1.9025 0.4698 -1.6244 0.14
H 0.0557 1.9901 -0.4558 0.08
H -1.3645 1.9837 -1.0994 0.09
H 1.4159 1.0845 0.6913 0.07
H 2.7842 0.0089 0.7133 0.11
H 1.5219 -0.2621 2.0242 0.04
H 2.0758 -2.4506 0.9205 0.04
H 2.5596 -2.2712 -0.6622 0.04
H 1.0949 -3.1316 -0.3873 0.13
H -2.9431 -0.3216 -0.7684 0.10
H -3.2431 0.7664 0.5812 0.03
H -3.0340 -0.7916 0.7834 0.03
H -1.5895 0.5231 2.4171 0.01
H -1.4934 2.2147 1.6111 0.14
H -0.1205 1.2612 2.0100 0.02
```

Computed properties:
Strongest force on any atom (Eh/bohr): 0.117
E_tot (Ha): -3380.564180
Net charge: 0
Energy relative to the best compared isomer or geometry (same formula, charge and spin) (kJ/mol): 0.0
E_HOMO (eV): -8.65
SMILES: CC1(C)CCCC(C)(C)N1SBr
HOMO-LUMO gap (Eh): 0.3186



[3]
This record from the Open Molecules 2025 dataset describes C9H18Cl2N2OYb as an isolated structure in a non-equilibrium geometry. The level of theory is ωB97M-V/def2-TZVPD.

The geometry in XYZ format:
```
33
Properties=species:S:1:pos:R:3:lowdin_charge:R:1
Yb 0.0397 2.0854 2.2787 0.76
Cl -0.6324 3.6571 0.3850 -0.33
Cl 1.3783 1.8392 4.3843 -0.41
C 2.2333 -0.0904 0.1821 -0.15
H 2.8911 -0.8494 -0.2980 -0.08
H 2.7047 0.5638 0.9817 -0.10
C -0.8135 0.0924 -1.3459 -0.15
C 0.4693 -0.3618 -1.4333 -0.22
H -1.4838 -0.2625 -0.5574 0.07
C 1.3670 0.1597 -2.5254 -0.24
H 0.7753 -1.2473 -0.8482 0.06
C 0.9863 1.5828 -2.9189 -0.22
H 2.3961 0.0629 -2.1614 0.07
H 1.2766 -0.4918 -3.4239 0.11
C -0.4721 1.6478 -3.3405 -0.23
H 1.1245 2.2462 -2.0637 0.10
H 1.6156 1.9350 -3.7331 0.10
C -1.3768 1.2242 -2.1726 -0.25
H -0.7499 2.6640 -3.6458 0.10
H -0.6603 0.9890 -4.1944 0.10
H -1.5199 2.1158 -1.5075 0.02
H -2.3910 0.9703 -2.5549 0.10
C -2.3924 -2.2500 3.2415 -0.08
N -0.9688 -2.2317 3.0380 0.00
C -0.2702 -1.2499 2.4242 -0.57
N 1.0635 -1.4867 2.3271 0.15
O -0.7916 -0.1576 2.0266 -0.17
H -2.8380 -1.3822 2.7355 0.09
H -2.6472 -2.2197 4.3141 0.08
H -2.8273 -3.1753 2.8280 0.08
H -0.4301 -2.9963 3.4054 0.13
H 1.6143 -0.9584 1.6001 -0.01
H 1.3296 -2.4244 2.5726 0.09
```

Computed properties:
Strongest force on any atom (Eh/bohr): 0.047
E_tot (Ha): -2617.594184
<S²>: 0.76
Net charge: -1
Multiplicity: 2
Energy relative to the best compared isomer or geometry (same formula, charge and spin) (kJ/mol): 0.0
E_HOMO (spin up / spin down) (eV): -2.89 / -2.36
HOMO-LUMO gap (spin up / spin down) (Eh): 0.2016 / 0.1819



[4]
This record from the Open Molecules 2025 dataset describes C9H18ClFeIN2OPS as an isolated structure in a non-equilibrium geometry. The level of theory is ωB97M-V/def2-TZVPD.

The geometry in XYZ format:
```
35
Properties=species:S:1:pos:R:3:lowdin_charge:R:1
C -1.1102 1.3137 -1.7695 -0.11
I 0.1383 -1.6229 2.0457 0.48
H -0.4621 1.0776 -2.6162 0.02
H -0.9902 2.3644 -1.4943 0.03
H -2.1530 1.1612 -2.0555 0.03
Fe -0.5551 0.0293 -0.1540 -0.11
P -2.1155 -1.6339 -0.7822 0.73
C -3.7026 -1.5334 0.1167 -0.22
C -2.5884 -1.6585 -2.5489 -0.22
H -0.4912 -3.4103 -0.7609 0.03
H -2.1459 -4.0360 -1.0791 0.07
H -1.6438 -3.5594 0.5799 0.01
C -1.5450 -3.3391 -0.4855 -0.28
H -1.6778 -1.6518 -3.1542 0.05
H -3.1687 -2.5600 -2.7697 0.07
H -4.3795 -2.3349 -0.1949 0.08
H -4.1752 -0.5651 -0.0697 0.06
H -3.1845 -0.7775 -2.7988 0.05
H -3.4903 -1.6227 1.1863 0.05
C -1.7323 0.8969 0.9654 -0.28
O -2.4799 1.4600 1.6486 0.20
Cl 0.9588 -1.0383 -1.7039 0.08
C 3.9150 2.6313 -0.1820 0.03
N 3.4687 1.9136 1.0119 -0.07
C 4.2293 1.5701 2.0671 0.06
C 3.4110 0.9984 3.0166 0.05
N 2.1451 0.9905 2.5493 0.09
C 2.2106 1.5215 1.3151 -0.71
S 0.9281 1.8607 0.3677 0.95
H 3.7179 2.0237 -1.0883 0.12
H 3.3657 3.5959 -0.2624 0.12
H 5.0010 2.8597 -0.1208 0.13
H 5.2922 1.7568 2.1548 0.17
H 3.7093 0.6406 3.9948 0.16
H 1.3002 0.6780 3.0708 0.10
```

Computed properties:
Strongest force on any atom (Eh/bohr): 0.168
E_tot (Ha): -3298.967354
<S²>: 9.01
Net charge: +2
Multiplicity: 6
E_HOMO (spin up / spin down) (eV): -15.20 / -15.46
HOMO-LUMO gap (spin up / spin down) (Eh): 0.2237 / 0.1756



[5]
This record from the Open Molecules 2025 dataset describes C9H18DyF5I2OP2 as an isolated structure in a non-equilibrium geometry. The level of theory is ωB97M-V/def2-TZVPD.

The geometry in XYZ format:
```
38
Properties=species:S:1:pos:R:3:lowdin_charge:R:1
I -1.3106 0.2715 -3.7583 0.16
I 1.2728 0.5200 -3.4165 0.15
Dy -0.5429 -0.4048 1.1496 1.38
P -0.2572 -2.6130 -0.6662 0.70
C -0.5274 -3.7738 0.7670 -0.25
C -1.5222 -3.2909 -1.8162 -0.26
H -1.3211 -4.3650 -1.9323 0.07
H 0.9437 -4.5459 -1.3941 0.07
H -1.4722 -2.7609 -2.7715 0.00
H 1.4102 -3.1182 -2.3732 0.05
H -1.5899 -3.7655 1.0349 0.06
H -2.5170 -3.1275 -1.3933 0.05
C 1.2036 -3.4789 -1.3636 -0.24
H -0.2277 -4.7689 0.3595 0.08
H 2.0829 -3.3059 -0.7320 0.05
H 0.0956 -3.5035 1.6363 0.02
P -0.2650 2.8688 -0.4466 0.74
C -0.4682 4.0060 0.9932 -0.31
C 1.2113 3.7518 -1.1396 -0.29
H -1.4544 3.2304 -2.5422 0.00
H -1.2745 4.7823 -1.5945 0.07
H -2.4857 3.5263 -1.1302 0.05
C -1.4895 3.7031 -1.5519 -0.28
H 1.4924 3.3081 -2.1056 -0.01
H 0.9859 4.8241 -1.2600 0.07
H -0.4035 5.0478 0.6342 0.07
H 0.3171 3.7947 1.7318 0.04
H 2.0559 3.6395 -0.4465 0.05
H -1.4449 3.8024 1.4462 0.04
C -0.6573 1.1930 2.9355 -0.05
O -0.7374 1.8892 3.8575 0.21
F 2.4295 0.7230 1.1055 0.09
C 1.7349 -0.4425 0.9867 -0.19
F 2.7174 -1.3385 0.7066 0.11
C 0.4415 -1.3571 3.2446 -0.58
F 1.0867 -0.6342 4.2244 0.05
F -0.7361 -1.7980 3.9016 0.01
F 1.2233 -2.4892 3.1192 0.03
```

Computed properties:
Strongest force on any atom (Eh/bohr): 0.149
E_tot (Ha): -3090.732532
<S²>: 9.34
Net charge: +2
Multiplicity: 6
E_HOMO (spin up / spin down) (eV): -15.10 / -15.10
HOMO-LUMO gap (spin up / spin down) (Eh): 0.2035 / 0.2058



[6]
This record from the Open Molecules 2025 dataset describes C9H18DyINO3P as an isolated structure in a non-equilibrium geometry. The level of theory is ωB97M-V/def2-TZVPD.

The geometry in XYZ format:
```
34
Properties=species:S:1:pos:R:3:lowdin_charge:R:1
C -2.6143 -2.2299 -0.0588 -0.17
C -1.7322 -2.2685 1.1848 -0.78
I -2.9510 -2.1928 2.9254 0.94
C -0.6411 -1.1685 1.2312 -0.31
C -1.0788 0.2528 1.0736 -0.33
C -0.8617 1.0356 -0.2034 -0.24
C -0.7308 0.3123 -1.5599 -0.17
C 0.5267 0.6954 -2.3471 -0.18
C 1.6841 -0.2376 -2.0742 -0.03
O 2.9655 0.5835 -2.2985 -0.03
C 3.4455 1.0475 -1.1898 -0.28
O 3.6260 2.2747 -1.1039 -0.23
P -0.8104 1.4463 2.4471 0.82
N 0.9133 1.3576 2.6224 -0.17
O -1.2231 0.4867 3.6956 -0.36
H -2.0965 -2.6812 -0.9107 0.08
H -2.8901 -1.2055 -0.3052 0.07
H -3.5331 -2.7885 0.0940 0.06
H -1.2180 -3.2249 1.2416 0.07
H -0.1387 -1.2715 2.1969 0.09
H 0.0926 -1.4381 0.4529 0.10
H -1.6929 1.7440 -0.2772 0.12
H 0.0318 1.6811 -0.0751 0.07
H -0.7500 -0.7666 -1.4308 0.10
H -1.5845 0.5544 -2.1899 0.13
H 0.3381 0.7164 -3.4222 0.13
H 0.7991 1.7426 -2.0848 0.05
H 1.7232 -0.6039 -1.0486 0.13
H 1.7639 -1.0645 -2.7706 0.15
H 3.7161 0.3774 -0.3693 0.20
H 1.3675 0.4725 2.4238 0.03
H 1.4004 2.1245 2.1807 0.00
H -0.6947 0.6335 4.4800 0.06
Dy 2.8479 3.6031 -2.5299 1.89
```

Computed properties:
Strongest force on any atom (Eh/bohr): 0.033
E_tot (Ha): -2157.611285
<S²>: 9.77
Net charge: +2
Multiplicity: 6
E_HOMO (spin up / spin down) (eV): -12.81 / -12.78
HOMO-LUMO gap (spin up / spin down) (Eh): 0.1551 / 0.1204



[7]
This record from the Open Molecules 2025 dataset describes C9H18ErO4 as an isolated structure in a non-equilibrium geometry. The level of theory is ωB97M-V/def2-TZVPD.

The geometry in XYZ format:
```
32
Properties=species:S:1:pos:R:3:lowdin_charge:R:1
C -3.4420 1.9980 1.1940 -0.07
O -3.6291 0.6139 0.6480 -0.19
C -2.2358 0.0596 0.6420 -0.22
C -2.0167 -1.1556 -0.4150 -0.20
C -0.5624 -1.8408 -0.5113 -0.13
C 0.6702 -1.2216 0.3225 -0.24
C 1.9162 -0.6367 -0.6281 -0.06
C 1.8394 1.0037 -0.6082 -0.37
C 1.9723 1.6782 -2.1275 -0.02
O 2.8916 1.5579 0.2878 -0.05
O 1.2930 -2.3540 1.0860 0.01
C 1.8332 -1.8823 2.3700 0.13
O 2.4561 -2.8023 3.1579 0.38
H -4.4580 2.5449 1.4067 0.14
H -2.7977 1.9288 2.1953 0.13
H -2.8727 2.6724 0.3911 0.11
H -1.8916 -0.2863 1.7240 0.18
H -1.5237 0.9540 0.3155 0.10
H -2.8002 -2.0093 -0.1256 0.20
H -2.3556 -0.7589 -1.4826 0.04
H -0.6775 -2.9902 -0.2109 0.20
H -0.2463 -1.8631 -1.6629 0.09
H 0.4467 -0.3975 1.1123 0.15
H 1.8941 -1.0757 -1.7201 0.14
H 2.9309 -0.9246 -0.0699 0.17
H 0.7594 1.3374 -0.2262 0.14
H 0.9858 1.4182 -2.7434 0.02
H 2.0988 2.8336 -1.9920 0.14
H 2.8646 1.1499 -2.6820 0.13
H 3.8028 1.2123 0.0271 0.15
H 1.8317 -0.7818 2.7680 0.24
Er -0.9774 0.0181 -2.4425 1.57
```

Computed properties:
Strongest force on any atom (Eh/bohr): 0.124
E_tot (Ha): -1668.169211
<S²>: 3.77
Net charge: +3
Multiplicity: 4
E_HOMO (spin up / spin down) (eV): -19.64 / -19.64
HOMO-LUMO gap (spin up / spin down) (Eh): 0.2684 / 0.1675



[8]
This record from the Open Molecules 2025 dataset describes C9H18F3NO3SiZn as an isolated structure in a non-equilibrium geometry. The level of theory is ωB97M-V/def2-TZVPD.

The geometry in XYZ format:
```
36
Properties=species:S:1:pos:R:3:lowdin_charge:R:1
C 1.2931 -1.0535 1.9133 -0.16
Si 1.7606 -0.6397 0.0710 0.55
C 3.3139 0.4786 0.1819 -0.17
C 2.2986 -2.2504 -0.8348 -0.13
N 0.3159 0.1404 -0.6271 -0.04
C 0.5672 1.5369 -1.1018 -0.14
C 0.4576 2.5300 0.1696 -0.19
O -0.8680 2.3440 0.7322 -0.06
C -0.3635 -0.6962 -1.6287 -0.44
O 0.0279 -0.9304 -2.7767 0.19
O -1.6146 -1.2702 -1.2239 -0.03
C -2.6543 -0.2808 -1.4877 -0.13
C -3.8149 -0.3026 -0.3678 -0.01
C -3.3008 -0.8365 1.0526 -0.40
F -2.0940 -0.2022 1.4836 0.03
F -4.2753 -0.5498 2.0441 0.07
F -3.1506 -2.2437 1.0607 0.08
H 2.2145 -1.3497 2.5317 0.05
H 0.8425 -0.0773 2.3896 0.00
H 0.4446 -1.8277 1.9558 0.11
H 3.7267 0.4095 1.2737 0.00
H 4.1113 0.1011 -0.5620 0.10
H 3.1339 1.5850 -0.0145 0.05
H 2.8155 -2.0519 -1.8350 0.08
H 1.4377 -2.9835 -1.0081 0.08
H 3.0708 -2.8076 -0.1863 0.08
H 1.5219 1.6786 -1.7066 0.15
H -0.3260 1.8162 -1.7736 0.15
H 0.5263 3.6085 -0.2275 0.16
H 1.3073 2.3682 0.9316 0.06
H -0.8584 2.7424 1.6350 0.12
H -3.1413 -0.5620 -2.4944 0.16
H -2.2741 0.7857 -1.6190 0.13
H -4.3008 0.7218 -0.2331 0.15
H -4.6339 -1.0026 -0.7712 0.15
Zn 2.4826 1.0714 3.0532 1.19
```

Computed properties:
Strongest force on any atom (Eh/bohr): 0.087
E_tot (Ha): -3001.764934
Net charge: +2
E_HOMO (eV): -16.27
HOMO-LUMO gap (Eh): 0.1174



- The lowest E_tot belongs to which entry?
  C9H18BrMgO9